The molecule CHBr2NO at a distorted geometry. Source: the Open Molecules 2025 dataset; level of theory: the ωB97M-V functional and the def2-TZVPD basis.

Geometry as XYZ:
```
6
Properties=species:S:1:pos:R:3:lowdin_charge:R:1
O -1.406 1.162 0.821 0.015
N -0.839 0.105 0.865 -0.156
C 0.199 -0.025 -0.184 -1.079
Br -0.443 -1.135 -1.644 0.628
Br 1.726 -0.997 0.809 0.508
H 0.763 0.891 -0.667 0.083
```

Computed properties:
highest occupied orbital energy: -0.3799 Ha
Kohn-Sham gap: 0.3331 Ha
SMILES: O=NC(Br)Br
electronic energy: -5316.61823 a.u.

---

A structure of composition CHBr3 at a distorted geometry. Source: the Open Molecules 2025 dataset; level of theory: the ωB97M-V functional and the def2-TZVPD basis.

Geometry as XYZ:
```
5
Properties=species:S:1:pos:R:3:lowdin_charge:R:1
C 0.025 -0.107 0.169 -1.645
Br -0.352 0.996 -1.662 0.350
Br 1.433 0.164 1.143 0.784
Br -0.706 -1.818 -0.322 0.594
H -0.400 0.766 0.673 -0.084
```

Computed properties:
highest occupied orbital energy: -0.3667 Ha
Kohn-Sham gap: 0.3438 Ha
electronic energy: -7760.65918 a.u.

---

Listing ΔE to the lowest compared entry with this formula, charge and spin for the structures above in their given order: 227.0 188.5 kJ/mol.